1.
Here is C25H18BrI2N7NaO3S as an isolated structure from OMol25. Energies are from ωB97M-V with the def2-TZVPD basis set.

Values from the calculation:
Maximum force ... 0.09 eV/Å
LUMO energy ... 0.058 Ha
HOMO-LUMO gap ... 6.89 eV
Total charge ... -1
Energy above the lowest of the compared OMol25 structures with the same formula, charge and spin ... 0.00 kcal/mol
Total energy ... -5302.5761 hartree
HOMO level ... -5.31 eV

Each line ends with the natural charge from an NBO analysis.
CARTESIAN COORDINATES (ANGSTROEM)
1 C -3.11 0.03 -1.10  0.36
2 C -0.14 -4.29 2.25  -0.23
3 Na -0.77 1.70 -2.30  0.91
4 C 2.20 5.32 -1.03  0.11
5 C 2.05 0.48 -0.09  -0.11
6 C -0.43 -3.02 -2.09  -0.25
7 H -3.23 -2.00 1.83  0.23
8 Br 1.35 -2.40 3.76  0.06
9 H 3.68 1.71 3.82  0.37
10 C -3.81 -2.66 -0.57  -0.01
11 O 4.02 1.99 -3.06  -0.96
12 H -1.85 -4.42 -1.35  0.22
13 C 4.05 1.81 -0.11  -0.14
14 H 4.91 2.22 1.81  0.20
15 H 1.23 0.01 -0.62  0.22
16 H 0.30 -3.76 -2.38  0.22
17 N -4.18 -3.96 -0.10  -0.10
18 N 3.18 0.94 3.38  -0.81
19 C -2.36 -3.93 1.39  0.04
20 H 0.76 6.84 -0.48  0.21
21 O 2.47 0.07 -3.06  -1.00
22 C -0.16 -3.01 2.79  -0.09
23 N -1.02 -0.70 -2.00  -0.47
24 H 0.78 -1.33 -2.75  0.25
25 H 3.06 5.83 -0.62  0.18
26 O -2.71 1.28 -1.19  -0.82
27 H 4.78 2.37 -0.67  0.24
28 C -2.37 -2.65 1.95  -0.16
29 C -1.25 -4.75 1.57  -0.21
30 C -1.61 -3.38 -1.52  -0.17
31 H 1.32 -0.12 1.83  0.22
32 C -1.27 -2.19 2.65  -0.25
33 N 0.11 3.95 -2.05  -0.56
34 C 1.39 3.48 -2.10  0.55
35 H -1.12 5.47 -1.44  0.19
36 H -1.27 -1.20 3.08  0.24
37 I -0.62 2.18 3.46  -0.30
38 C -4.73 -1.65 -0.42  -0.19
39 S 2.82 1.38 -2.54  2.34
40 C -2.55 -2.38 -1.17  -0.03
41 C 3.02 1.19 -0.79  -0.40
42 C 2.10 0.41 1.29  -0.29
43 H -5.08 0.48 -0.44  0.22
44 H 0.73 -4.92 2.38  0.22
45 H 2.27 0.83 3.80  0.38
46 N 1.49 2.26 -2.68  -0.99
47 C 4.11 1.72 1.28  -0.29
48 C -2.21 -1.04 -1.44  0.07
49 C 0.94 5.89 -0.95  -0.39
50 N 2.45 4.15 -1.59  -0.51
51 C 3.13 1.04 1.99  0.19
52 C -0.09 5.13 -1.49  0.10
53 C -4.38 -0.31 -0.66  -0.31
54 H -5.71 -1.89 -0.03  0.22
55 N -3.50 -4.54 0.75  -0.14
56 I -1.72 1.77 0.95  0.16
57 C -0.16 -1.65 -2.31  0.05
58 H -1.28 -5.75 1.17  0.22

***

2.
Here is a 8-piece molecular cluster, C53H72Cl2F13IO12P2 overall from OMol25. Energies are from ωB97M-V with the def2-TZVPD basis set.

Values from the calculation:
Maximum force ... 1.76 eV/Å
LUMO energy ... -0.042 Ha
HOMO-LUMO gap ... 6.56 eV
Total charge ... 0
Total energy ... -6164.6944 hartree
HOMO level ... -7.70 eV

Each line ends with the Mulliken charge.
CARTESIAN COORDINATES (ANGSTROEM)
1 C -9.85 2.80 5.08  -1.07
2 F -4.34 1.48 1.76  -0.26
3 C -0.60 -2.32 -1.39  -1.12
4 H -0.50 -3.35 -1.10  0.75
5 H 1.39 -9.70 -5.93  0.34
6 C 3.36 2.89 -0.77  -1.05
7 O 4.45 4.51 -2.13  -0.51
8 H 4.85 4.34 -0.13  0.29
9 C -3.93 1.51 -1.01  0.40
10 H -1.55 -8.44 -6.21  0.34
11 C -1.44 -1.91 -2.41  0.75
12 H -1.58 1.33 3.88  0.18
13 H 13.57 2.16 0.00  0.33
14 C 5.85 2.74 -1.23  -1.26
15 Cl -1.77 -5.42 -2.22  -0.21
16 C 2.09 0.41 0.54  -0.25
17 H 0.50 -4.38 -3.28  0.32
18 F -4.72 -1.38 4.39  -0.30
19 C 2.87 -10.70 -10.36  -1.11
20 H 12.91 3.82 2.00  0.32
21 O -0.49 1.87 6.07  -0.54
22 O 4.86 -1.77 4.42  -0.41
23 F -3.83 1.24 -2.32  -0.32
24 H 4.99 -2.72 4.37  0.36
25 H 13.93 0.89 1.18  0.33
26 F -3.30 -0.97 2.39  -0.20
27 H 2.96 2.63 4.50  0.33
28 O -14.94 3.47 6.39  -0.56
29 H -2.17 -0.26 -3.52  0.33
30 O 0.77 -2.91 0.90  -0.57
31 C 4.66 3.68 -0.96  0.45
32 H -8.63 1.81 2.71  0.33
33 C -0.79 0.43 -2.03  1.01
34 C -0.98 1.86 -2.48  -1.78
35 P 5.64 -0.95 3.24  0.20
36 H 8.03 3.07 3.37  0.47
37 C 0.16 -1.36 -0.70  0.43
38 C 2.22 9.68 -1.94  -1.12
39 O 3.88 8.92 -3.45  -0.56
40 H -9.43 3.63 4.50  0.33
41 H -1.23 -7.04 -5.17  -0.05
42 F -5.19 -0.44 -0.98  -0.35
43 C 1.02 -1.84 0.42  0.47
44 I 3.37 -3.47 2.18  0.01
45 H -3.16 1.78 4.54  0.30
46 C 4.19 0.83 1.75  -0.46
47 O 1.50 -11.32 -8.52  -0.50
48 C 3.11 1.28 0.95  -0.87
49 H 9.08 2.60 2.05  -0.04
50 H -13.47 1.47 4.58  0.16
51 C 3.21 -1.43 1.65  -0.77
52 C 3.22 8.68 -2.47  0.75
53 C 3.35 7.38 -1.72  -0.87
54 H 3.42 1.97 -1.35  0.53
55 H 3.67 4.26 4.47  0.35
56 C -10.20 1.65 4.16  0.64
57 H 7.48 0.86 2.81  0.57
58 H 2.29 -9.78 -10.32  0.28
59 H -9.12 2.48 5.82  0.32
60 H 1.22 9.25 -1.93  0.31
61 C 4.22 -0.54 2.11  1.73
62 H 7.69 3.71 1.75  0.33
63 C 2.13 -0.96 0.88  0.26
64 C -15.51 3.37 4.09  -1.06
65 H -0.72 -8.66 -4.66  0.31
66 H -2.78 0.25 7.33  0.31
67 C -4.81 0.37 1.18  0.54
68 C 8.05 2.84 2.30  -1.06
69 H 5.14 1.91 4.65  0.36
70 H 7.39 1.21 1.07  0.43
71 F -6.15 0.51 1.08  -0.35
72 F -3.19 -0.64 -0.24  0.01
73 F -4.98 -1.95 1.44  -0.30
74 C -1.65 -4.22 -3.55  0.24
75 C -0.20 -4.10 -4.06  -1.18
76 H 2.48 9.97 -0.91  0.32
77 H 0.57 -9.48 -7.48  0.32
78 H 6.70 2.94 -0.58  0.04
79 H -1.48 1.83 -3.44  0.50
80 F -6.54 -1.47 3.29  -0.25
81 C -2.30 -2.88 -3.18  -1.46
82 C -14.91 2.83 5.37  0.81
83 C -2.47 1.29 7.25  -1.14
84 H -15.92 4.36 4.27  0.30
85 H -1.89 1.56 8.12  0.33
86 C -2.28 1.15 4.69  -0.48
87 F -5.67 0.45 3.84  -0.22
88 C 7.18 1.59 2.07  -0.53
89 C -4.59 -0.85 2.09  0.76
90 H 5.77 3.45 4.17  0.53
91 O 0.68 2.13 -0.27  -0.59
92 C 1.19 -8.99 -6.74  -1.09
93 C 0.08 -0.01 -1.01  0.04
94 C -2.67 2.29 -0.50  1.27
95 C -1.75 2.84 -1.56  -1.46
96 H 2.74 -11.16 -11.33  0.37
97 C 3.10 -12.96 -9.17  -1.13
98 C 3.64 3.30 3.98  -1.00
99 H -2.24 -4.64 -4.36  0.60
100 O 3.11 2.60 0.61  -0.51
101 P 5.43 2.13 2.19  0.39
102 C -4.24 0.18 -0.26  0.55
103 H 11.64 3.26 3.11  0.24
104 H -13.90 1.19 6.27  0.25
105 H -0.01 -3.08 -4.38  0.26
106 H -16.30 2.71 3.73  0.31
107 C 0.49 -7.77 -6.19  0.79
108 C 2.40 -11.63 -9.27  0.82
109 H 0.00 2.29 -2.68  0.53
110 F -5.03 2.27 -0.86  -0.31
111 F -3.16 3.38 0.16  -0.38
112 H 2.98 -13.52 -10.10  0.34
113 H -3.36 1.92 7.20  0.31
114 C -14.29 1.46 5.29  -0.80
115 H 2.22 10.57 -2.56  0.31
116 O 10.93 1.53 1.45  -0.53
117 H 3.93 -10.46 -10.21  0.32
118 C -1.63 1.48 6.01  0.52
119 H -10.75 3.14 5.59  0.27
120 H -2.58 0.10 4.67  0.20
121 H 4.26 3.90 -2.85  0.34
122 C 5.06 2.69 3.89  -0.56
123 H 5.59 1.70 -1.10  0.30
124 C 12.50 2.95 2.51  -1.06
125 O 0.96 -6.66 -6.29  -0.56
126 C -0.84 -8.00 -5.51  -0.70
127 C 13.14 1.36 0.60  -1.15
128 F -2.04 1.57 0.44  -0.24
129 H 6.20 2.85 -2.25  0.52
130 H 2.13 -8.69 -7.20  0.30
131 H -0.07 -4.77 -4.90  0.36
132 H -2.36 3.50 -2.18  0.57
133 H -3.15 -3.11 -2.53  0.40
134 O -11.33 1.24 4.07  -0.54
135 H 4.16 -12.82 -8.98  0.33
136 Cl 6.70 -2.39 2.18  -0.23
137 H -2.71 -2.42 -4.07  0.54
138 C 0.92 0.95 -0.26  1.01
139 H 4.09 6.75 -2.20  0.22
140 H 2.39 6.85 -1.71  0.26
141 C 12.07 1.91 1.51  0.84
142 H -9.46 0.25 2.75  0.35
143 H -15.04 0.73 4.99  0.37
144 C -5.43 -0.78 3.43  0.51
145 H -1.06 3.48 -1.04  0.42
146 H 13.27 2.54 3.18  0.33
147 C -1.50 -0.55 -2.72  -1.34
148 H 3.26 3.47 2.97  0.17
149 H 12.70 0.62 -0.07  0.29
150 C -9.07 1.05 3.36  -0.87
151 H 2.54 3.49 -1.13  0.30
152 H -14.74 3.44 3.32  0.29
153 H -8.30 0.64 4.02  0.18
154 H 3.66 7.57 -0.69  0.35
155 H 2.67 -13.54 -8.35  0.30

***

3.
Here is C8H27AgN5O6Y as an isolated structure from OMol25. Energies are from ωB97M-V with the def2-TZVPD basis set.

Values from the calculation:
Maximum force ... 6.51 eV/Å
LUMO energy ... -0.265 Ha
HOMO-LUMO gap ... 6.69 eV
Total charge ... +2
Total energy ... -1231.1174 hartree
HOMO level ... -13.90 eV

Each line ends with the Mulliken charge.
CARTESIAN COORDINATES (ANGSTROEM)
1 N 3.83 -2.90 -1.17  -0.36
2 Y 1.41 -2.18 2.68  1.65
3 N -1.59 -1.46 5.20  -0.39
4 O 0.12 -1.01 1.26  -0.04
5 C -1.75 -1.90 3.98  0.84
6 H -2.29 -0.88 5.65  0.17
7 O 1.21 -0.35 3.86  -0.80
8 H -3.55 -1.17 4.16  0.17
9 H -0.45 1.83 -2.17  0.16
10 O -0.95 -2.57 3.39  -0.76
11 C -2.11 4.25 -3.02  -0.71
12 H 1.44 2.33 -0.59  0.16
13 C -0.56 2.22 -1.15  0.84
14 O 2.72 -2.05 0.63  -0.57
15 H 3.09 -3.56 -1.37  0.26
16 H 0.16 4.10 -1.79  0.44
17 C -0.65 3.79 -1.13  -0.85
18 H -0.16 -0.89 -3.99  0.37
19 C -0.47 -1.78 -3.44  -1.29
20 H -2.79 1.71 -1.10  0.41
21 H -2.11 2.05 0.46  0.33
22 H 4.61 -2.73 -1.79  0.17
23 H -1.54 -1.57 -3.40  0.37
24 Ag 0.20 1.23 2.04  0.45
25 H 5.39 -1.23 -0.79  0.20
26 C 3.69 -2.09 -0.15  0.70
27 H 4.76 -0.86 0.87  0.20
28 O -1.88 4.25 -1.61  -0.35
29 H 0.39 -0.68 -1.72  -0.47
30 H -1.73 0.59 -0.39  0.30
31 H -1.86 3.30 -3.51  0.29
32 H 1.92 0.27 4.10  0.24
33 H -1.43 4.94 -3.52  0.33
34 H 0.59 0.87 -0.27  0.17
35 H -3.18 -1.99 2.61  0.27
36 C 0.16 -1.71 -1.98  1.02
37 H 1.19 -2.08 -1.99  -0.24
38 N 4.76 -1.36 -0.01  -0.41
39 O -0.63 -2.24 -0.93  -0.61
40 H -3.17 4.46 -3.15  0.25
41 H -0.69 -1.44 5.66  0.19
42 C -1.86 1.66 -0.53  -1.36
43 H -0.28 -2.77 -3.87  0.34
44 H -0.34 -1.72 -0.18  0.33
45 H -0.82 -1.19 1.06  0.22
46 N 0.59 1.88 -0.29  -0.61
47 H -0.48 4.20 -0.13  0.34
48 N -2.91 -1.58 3.49  -0.39

***

4.
Here is a 8-piece molecular cluster, C33H43BrN3O24P overall from OMol25. Energies are from ωB97M-V with the def2-TZVPD basis set.

Values from the calculation:
Maximum force ... 3.01 eV/Å
LUMO energy ... -0.051 Ha
HOMO-LUMO gap ... 7.71 eV
Total charge ... 0
Total energy ... -6168.7843 hartree
HOMO level ... -9.11 eV

Each line ends with the Mulliken charge.
CARTESIAN COORDINATES (ANGSTROEM)
1 H -2.05 5.91 0.18  0.27
2 H 5.42 0.20 1.71  0.31
3 C -4.50 -3.82 0.08  -1.02
4 C 0.48 1.41 -2.93  0.35
5 C -1.96 12.79 -2.33  0.64
6 Br 1.68 -3.85 -0.74  -0.16
7 C -1.89 -0.95 -0.07  -0.21
8 H 6.35 -3.95 5.01  0.27
9 H -5.76 -0.52 -1.48  0.32
10 H 3.03 -1.09 1.22  -0.08
11 H -0.85 9.19 -2.41  0.17
12 C -0.83 -11.87 -0.06  -0.34
13 H -4.33 -1.60 -1.41  0.39
14 O -2.33 12.81 -1.20  -0.52
15 C 0.82 -7.45 0.43  0.66
16 O 2.06 -7.95 0.16  -0.33
17 H -1.57 -12.67 -0.11  0.30
18 H -3.46 4.07 -1.81  0.10
19 O 0.74 -6.99 1.70  -0.30
20 C 1.22 9.38 -4.28  0.61
21 O 3.86 -1.26 5.36  -0.52
22 O 8.73 -4.80 8.41  -0.51
23 O 0.95 8.59 -3.20  -0.34
24 O 7.49 -2.99 7.86  -0.34
25 C 6.39 -3.96 6.10  -0.26
26 H 3.05 0.49 2.04  0.17
27 H -1.99 2.22 -3.26  0.28
28 H -5.40 -4.10 -0.51  0.34
29 H 5.92 -2.01 6.91  0.24
30 H 0.21 12.86 -4.09  0.25
31 C 1.68 -0.29 -1.73  -0.08
32 H 0.63 -13.36 0.57  0.28
33 O -2.81 6.78 -1.53  -0.25
34 C -2.31 5.63 -0.84  -0.37
35 H 5.30 -1.57 1.82  0.28
36 C -0.52 0.70 -2.00  -0.44
37 N -4.05 0.34 -0.60  -0.10
38 H -6.68 -1.62 0.37  0.37
39 P 0.47 -2.54 0.64  0.34
40 C -4.91 -0.86 -0.81  -0.62
41 C 1.93 -7.40 2.37  -0.22
42 N 1.71 0.76 -2.69  -0.08
43 O 0.09 9.59 -5.02  -0.42
44 H -1.90 9.18 -4.56  0.27
45 H -0.74 7.46 -2.76  -0.03
46 H -2.39 -1.61 0.68  0.48
47 H -4.24 0.81 0.28  0.32
48 C -0.92 8.71 -4.52  -0.37
49 H -1.41 11.38 -5.07  0.16
50 H 3.44 -6.67 0.99  0.28
51 H -1.42 5.24 -1.33  0.33
52 O 0.50 -10.00 2.43  -0.55
53 H -3.69 -3.45 -0.61  0.18
54 O 2.65 -0.90 -1.40  -0.51
55 H 3.63 -8.38 1.45  0.31
56 C 7.96 -4.26 7.68  0.60
57 H -5.50 -0.62 1.27  0.27
58 C 0.58 -12.40 0.04  -0.31
59 H -0.96 -11.20 -0.91  0.26
60 C -0.45 -1.21 -0.29  -0.19
61 C 3.96 -1.02 4.20  0.63
62 C 3.41 -0.54 2.08  0.23
63 O -0.08 -7.42 -0.36  -0.60
64 H -5.64 -3.17 1.81  0.41
65 O -0.77 -3.57 1.19  -0.45
66 H -4.06 -4.72 0.58  0.33
67 O 2.96 -1.13 3.30  -0.29
68 O -1.23 13.77 -2.93  -0.34
69 H 2.35 0.65 -3.48  0.31
70 H -3.52 4.03 -0.04  0.26
71 O 2.29 9.83 -4.54  -0.54
72 C -1.93 0.89 -1.79  0.66
73 O 0.30 2.34 -3.68  -0.59
74 C 0.20 -0.34 -1.26  0.25
75 H -0.93 7.80 -5.13  0.37
76 C -0.47 8.45 -3.11  0.27
77 O -4.88 7.64 -1.77  -0.52
78 O 5.11 -0.58 3.61  -0.32
79 C -0.80 13.27 -4.19  -0.34
80 N -2.64 1.89 -2.54  -0.40
81 C -4.88 -2.70 1.11  -0.45
82 O -4.60 5.55 -0.96  -0.36
83 C -5.58 -1.43 0.49  -0.63
84 H 2.26 -6.64 3.08  0.34
85 O -0.97 -11.12 1.15  -0.31
86 H -4.03 -2.40 1.78  0.24
87 H 7.46 -2.07 6.02  0.24
88 H 1.06 -12.51 -0.93  0.29
89 H 5.43 -4.32 6.48  0.26
90 H -0.98 -4.13 0.41  0.30
91 H -2.70 12.60 -5.02  0.26
92 C 6.79 -2.63 6.67  -0.15
93 C -1.82 12.20 -4.49  -0.10
94 C -4.17 6.74 -1.45  0.54
95 O 7.43 -4.82 6.56  -0.34
96 O -2.22 11.77 -3.20  -0.30
97 H -0.79 14.06 -4.94  0.31
98 C 4.91 -0.63 2.20  -0.38
99 C -2.65 0.06 -0.78  -0.43
100 H 1.72 -8.32 2.91  0.20
101 C -3.47 4.68 -0.91  -0.01
102 C 2.90 -7.59 1.25  -0.31
103 O 1.23 -11.41 0.83  -0.32
104 H -3.41 1.38 -3.00  0.22
105 C 0.28 -10.77 1.55  0.66